# 1
DFT (the ωB97M-V functional and the def2-TZVPD basis) results for a single C3H6N2 molecule in a non-equilibrium geometry.

The geometry in XYZ format:
```
11
Properties=species:S:1:pos:R:3
C -2.009 -0.237 -0.062
N -0.815 -0.485 0.086
N -0.269 0.791 0.135
C 1.042 0.772 -0.031
C 1.824 -0.615 -0.047
H -2.636 -1.023 -0.063
H -2.541 0.814 -0.431
H 1.634 1.712 -0.361
H 1.233 -1.696 -0.216
H 2.090 -0.617 1.198
H 2.659 -0.851 -0.827
```

## Properties
- E_LUMO: 0.0303 Eh
- M: 70.09 u
- F_max: 5.87 eV/Å
- 2S+1: 1
- SMILES: C=N/N=C\C
- ΔE to the lowest compared entry with this formula, charge and spin: 103.1 kcal per mole
- Electronic energy: -227.2606 hartree

=====

# 2
DFT (the ωB97M-V functional and the def2-TZVPD basis) results for a molecular structure, C32H40N4O9P2SSc in a non-equilibrium geometry.

The geometry in XYZ format:
```
89
Properties=species:S:1:pos:R:3
Sc -0.688 -1.112 0.897
C -1.891 -0.484 3.961
C -2.677 0.306 3.093
C -3.135 -0.506 2.045
C -2.604 -1.827 2.244
C -1.845 -1.784 3.459
C -1.250 -2.976 4.154
C -3.283 -3.092 1.759
C -4.232 -0.164 1.074
C -2.972 1.766 3.299
C -1.170 0.014 5.180
H -1.988 -3.782 4.238
H -0.933 -2.705 5.163
H -0.387 -3.383 3.631
H -2.613 -3.773 1.235
H -4.103 -2.848 1.081
H -3.707 -3.634 2.612
H -4.132 -0.726 0.144
H -4.226 0.899 0.820
H -5.213 -0.395 1.504
H -2.054 2.357 3.377
H -3.541 1.924 4.221
H -3.569 2.170 2.480
H -0.085 -0.074 5.058
H -1.447 -0.554 6.073
H -1.396 1.065 5.362
N 3.497 -0.947 1.047
C 2.835 0.356 0.992
C 3.799 1.541 0.938
P 1.668 0.603 2.407
O 2.545 -0.150 3.570
O 1.452 2.027 2.715
O 0.418 -0.255 2.207
P 1.743 0.362 -0.481
O 2.898 0.107 -1.627
O 1.088 1.665 -0.716
O 0.862 -0.884 -0.468
H 4.068 -1.012 1.882
H 4.083 -1.061 0.226
H 2.207 -2.396 1.147
H 4.402 1.579 1.847
H 3.220 2.462 0.867
H 4.449 1.460 0.065
H 1.974 -0.223 4.353
H 2.491 0.295 -2.486
O -0.841 -2.978 -2.332
C -0.565 -3.244 -1.170
O -1.102 -2.688 -0.143
C 0.432 -4.351 -0.889
C 0.514 -5.365 -1.841
C 1.370 -6.439 -1.680
C 2.176 -6.511 -0.554
C 2.111 -5.511 0.401
C 1.244 -4.431 0.248
S 1.226 -3.242 1.595
H -0.121 -5.285 -2.714
H 1.416 -7.217 -2.432
H 2.845 -7.352 -0.412
H 2.726 -5.562 1.290
C 3.396 5.107 -2.004
C 2.303 4.507 -2.849
C 1.554 5.280 -3.727
C 0.529 4.724 -4.476
C 0.242 3.366 -4.375
N -0.817 2.853 -5.158
C -1.398 1.602 -5.159
O -1.785 1.105 -6.204
N -1.487 0.907 -3.976
C -1.599 1.315 -2.637
C -1.782 2.622 -2.197
C -1.825 2.864 -0.835
C -1.697 1.814 0.051
N -1.593 0.553 -0.367
C -1.550 0.313 -1.674
C 1.000 2.581 -3.514
C 2.005 3.151 -2.754
H 3.556 6.156 -2.254
H 4.335 4.571 -2.151
H 3.139 5.039 -0.946
H 1.757 6.342 -3.811
H -0.062 5.349 -5.137
H -0.934 3.300 -6.052
H -1.659 -0.076 -4.127
H -1.886 3.440 -2.892
H -1.931 3.874 -0.467
H -1.679 1.971 1.122
H -1.452 -0.725 -1.987
H 0.783 1.527 -3.411
H 2.550 2.532 -2.051
```

## Properties
- E_LUMO: 0.0918 Eh
- M: 763.66 u
- F_max: 1.82 eV/Å
- 2S+1: 1
- Net charge: -1
- ΔE to the lowest compared entry with this formula, charge and spin: 39.1 kcal per mole
- Electronic energy: -3981.7749 hartree

=====

# 3
DFT (the ωB97M-V functional and the def2-TZVPD basis) results for 2 unconnected molecules or ions with the total composition C4H10NO2P in a non-equilibrium geometry.

The geometry in XYZ format:
```
18
Properties=species:S:1:pos:R:3
C -1.623 -1.405 -2.138
C -1.418 0.581 1.325
C -0.810 -0.379 -1.933
C 1.066 0.408 -0.692
N 0.440 -0.633 -1.447
O 0.611 2.394 1.676
O 1.956 -0.150 2.556
P 0.118 1.084 1.244
H -2.639 -1.126 -2.301
H -1.457 -2.388 -1.891
H -1.850 0.870 2.332
H -1.631 -0.290 0.964
H -1.111 0.628 -1.840
H 1.047 1.367 -1.207
H 1.994 0.099 -0.304
H 0.734 -1.603 -1.298
H 1.954 0.598 3.186
H 2.619 -0.055 1.768
```

## Properties
- E_LUMO: 0.0064 Eh
- M: 135.10 u
- F_max: 6.45 eV/Å
- 2S+1: 1
- ΔE to the lowest compared entry with this formula, charge and spin: 118.9 kcal per mole
- Electronic energy: -704.8733 hartree

=====

Q: What is the electronic energy in the first record?
A: -227.2606 hartree

=====

Copy entry 3 word for word.
DFT (the ωB97M-V functional and the def2-TZVPD basis) results for 2 unconnected molecules or ions with the total composition C4H10NO2P in a non-equilibrium geometry.

The geometry in XYZ format:
```
18
Properties=species:S:1:pos:R:3
C -1.623 -1.405 -2.138
C -1.418 0.581 1.325
C -0.810 -0.379 -1.933
C 1.066 0.408 -0.692
N 0.440 -0.633 -1.447
O 0.611 2.394 1.676
O 1.956 -0.150 2.556
P 0.118 1.084 1.244
H -2.639 -1.126 -2.301
H -1.457 -2.388 -1.891
H -1.850 0.870 2.332
H -1.631 -0.290 0.964
H -1.111 0.628 -1.840
H 1.047 1.367 -1.207
H 1.994 0.099 -0.304
H 0.734 -1.603 -1.298
H 1.954 0.598 3.186
H 2.619 -0.055 1.768
```

## Properties
- E_LUMO: 0.0064 Eh
- M: 135.10 u
- F_max: 6.45 eV/Å
- 2S+1: 1
- ΔE to the lowest compared entry with this formula, charge and spin: 118.9 kcal per mole
- Electronic energy: -704.8733 hartree

=====

Q: E_LUMO of number 1 (C3H6N2)?
A: 0.0303 Eh

=====

Please write out number 3 again, unchanged.
DFT (the ωB97M-V functional and the def2-TZVPD basis) results for 2 unconnected molecules or ions with the total composition C4H10NO2P in a non-equilibrium geometry.

The geometry in XYZ format:
```
18
Properties=species:S:1:pos:R:3
C -1.623 -1.405 -2.138
C -1.418 0.581 1.325
C -0.810 -0.379 -1.933
C 1.066 0.408 -0.692
N 0.440 -0.633 -1.447
O 0.611 2.394 1.676
O 1.956 -0.150 2.556
P 0.118 1.084 1.244
H -2.639 -1.126 -2.301
H -1.457 -2.388 -1.891
H -1.850 0.870 2.332
H -1.631 -0.290 0.964
H -1.111 0.628 -1.840
H 1.047 1.367 -1.207
H 1.994 0.099 -0.304
H 0.734 -1.603 -1.298
H 1.954 0.598 3.186
H 2.619 -0.055 1.768
```

## Properties
- E_LUMO: 0.0064 Eh
- M: 135.10 u
- F_max: 6.45 eV/Å
- 2S+1: 1
- ΔE to the lowest compared entry with this formula, charge and spin: 118.9 kcal per mole
- Electronic energy: -704.8733 hartree